[1]
Density functional theory data (ωB97M-V/def2-TZVPD) for 14 unconnected molecules or ions with the total composition C35H88BO21 at a distorted geometry.

**Energy**: -2991.3375 Eh
**HOMO-LUMO gap**: 0.342 Eh
**Total charge**: -1
**Molecular weight**: 855.880 g/mol
**HOMO energy**: -7.61 eV

Element x y z (Å)
O: 0.663 -4.821 -1.768
C: 0.553 -3.578 -1.610
O: 0.903 -2.892 -0.506
B: 0.574 -1.486 -0.795
O: 0.167 -1.372 -2.199
C: 0.096 -2.583 -2.707
O: -0.299 -2.917 -3.831
O: 1.791 -0.654 -0.599
C: 1.470 0.356 0.169
O: 2.254 1.259 0.455
C: -0.020 0.179 0.648
O: -0.439 -0.972 0.139
O: -0.595 0.927 1.454
C: 2.221 2.893 6.097
O: 2.758 2.351 7.283
H: 2.843 2.770 5.210
H: 1.264 2.409 5.899
H: 2.136 3.978 6.168
H: 2.576 1.409 7.257
C: 1.221 -6.675 -8.385
O: 1.766 -7.818 -9.004
H: 1.818 -5.782 -8.571
H: 0.220 -6.388 -8.707
H: 1.078 -6.792 -7.311
H: 2.527 -7.527 -9.513
C: -4.453 1.018 5.943
O: -5.493 0.102 5.860
H: -4.065 1.128 6.956
H: -3.673 0.579 5.320
H: -4.847 1.963 5.569
H: -6.277 0.549 6.188
C: 1.349 -9.382 1.524
O: 2.221 -8.385 1.115
H: 1.479 -9.795 2.524
H: 0.392 -8.861 1.511
H: 1.177 -10.195 0.819
H: 1.839 -7.885 0.390
C: -3.067 7.075 4.519
C: -1.776 7.072 3.638
C: -2.132 7.258 2.118
O: -1.073 8.240 3.995
H: -3.553 8.049 4.560
H: -2.785 6.866 5.551
H: -3.765 6.269 4.292
H: -1.204 6.177 3.884
H: -2.497 8.276 1.986
H: -2.931 6.554 1.885
H: -1.373 7.077 1.357
H: -0.768 8.130 4.898
C: 0.040 -3.249 7.723
C: 1.394 -2.914 7.114
C: 1.556 -2.737 5.607
O: 1.930 -1.799 7.810
H: -0.114 -2.997 8.772
H: -0.243 -4.264 7.443
H: -0.704 -2.653 7.194
H: 2.088 -3.683 7.452
H: 2.615 -2.559 5.423
H: 1.030 -1.850 5.255
H: 1.072 -3.579 5.111
H: 1.994 -2.048 8.735
C: -3.209 -5.312 2.735
C: -3.951 -4.015 2.956
C: -4.736 -3.659 1.683
O: -4.895 -4.134 3.964
H: -2.321 -5.312 2.103
H: -3.812 -6.149 2.383
H: -2.757 -5.519 3.705
H: -3.222 -3.248 3.217
H: -5.245 -4.600 1.469
H: -4.088 -3.410 0.843
H: -5.523 -2.923 1.846
H: -5.139 -3.232 4.185
C: -6.149 -3.140 -4.171
C: -5.777 -4.628 -4.205
C: -7.008 -5.471 -4.145
O: -5.028 -4.864 -5.340
H: -6.691 -2.831 -5.065
H: -5.361 -2.399 -4.038
H: -6.772 -3.098 -3.278
H: -5.116 -4.783 -3.353
H: -7.731 -5.221 -3.369
H: -6.829 -6.544 -4.071
H: -7.547 -5.185 -5.048
H: -4.116 -4.690 -5.096
C: -7.489 2.557 0.020
C: -6.161 3.038 -0.464
C: -5.466 2.021 -1.402
O: -6.444 4.193 -1.207
H: -7.950 3.342 0.618
H: -7.419 1.682 0.667
H: -8.122 2.298 -0.829
H: -5.541 3.256 0.406
H: -6.136 1.654 -2.178
H: -5.250 1.122 -0.825
H: -4.488 2.402 -1.697
H: -5.755 4.383 -1.848
C: -2.708 1.197 -8.188
C: -2.814 1.744 -6.802
C: -1.754 2.782 -6.459
O: -4.026 2.390 -6.583
H: -3.527 0.505 -8.383
H: -1.721 0.809 -8.438
H: -2.834 1.986 -8.930
H: -2.592 0.968 -6.069
H: -1.799 3.642 -7.127
H: -0.775 2.318 -6.575
H: -1.847 3.076 -5.414
H: -3.778 3.238 -6.206
C: 3.757 7.185 -0.544
C: 4.356 6.817 -1.955
C: 3.476 5.982 -2.835
O: 4.563 8.003 -2.806
H: 2.704 7.441 -0.654
H: 4.210 8.019 -0.007
H: 3.962 6.346 0.120
H: 5.331 6.337 -1.872
H: 4.009 5.572 -3.692
H: 2.582 6.557 -3.076
H: 3.163 5.124 -2.238
H: 5.004 8.705 -2.322
C: 10.619 0.165 2.821
C: 9.663 1.246 3.321
C: 8.172 0.880 3.013
O: 9.883 1.285 4.726
H: 10.581 0.067 1.736
H: 10.439 -0.814 3.266
H: 11.642 0.392 3.121
H: 9.907 2.207 2.869
H: 7.904 -0.100 3.408
H: 8.084 0.787 1.931
H: 7.426 1.619 3.306
H: 9.216 1.906 5.026
C: 6.740 0.663 -3.226
C: 6.362 -0.742 -3.720
C: 5.104 -0.808 -4.555
O: 7.342 -1.226 -4.490
H: 5.908 1.033 -2.627
H: 6.700 1.309 -4.104
H: 7.703 0.744 -2.722
H: 6.275 -1.491 -2.933
H: 4.191 -0.745 -3.962
H: 5.072 -1.792 -5.023
H: 5.103 -0.032 -5.320
H: 7.335 -0.702 -5.294



[2]
Density functional theory data (ωB97M-V/def2-TZVPD) for a molecular structure, C35H88CdN2O22 at a distorted geometry.

**Energy**: -3318.6568 Eh
**HOMO-LUMO gap**: 0.334 Eh
**Total charge**: 0
**Molecular weight**: 1001.493 g/mol
**HOMO energy**: -8.66 eV

Element x y z (Å)
Cd: 13.422 16.407 10.530
O: 14.204 17.354 9.008
H: 14.506 18.197 8.615
O: 13.249 12.819 11.874
C: 13.327 14.085 11.503
O: 14.126 14.416 10.612
O: 12.709 15.015 12.008
H: 13.861 12.400 11.265
C: 16.655 16.272 13.106
C: 16.174 16.893 11.756
O: 14.787 17.223 11.949
O: 16.935 17.310 13.967
H: 17.430 15.533 12.904
H: 15.880 15.659 13.568
H: 16.454 16.246 10.925
H: 16.751 17.802 11.586
H: 14.780 18.095 12.350
H: 17.383 16.839 14.673
C: 12.002 14.740 8.323
C: 10.764 14.744 7.314
O: 9.622 14.183 7.959
O: 11.795 15.704 9.346
H: 12.917 15.053 7.822
H: 12.234 13.810 8.843
H: 11.015 14.092 6.477
H: 10.572 15.776 7.022
H: 8.968 13.951 7.296
H: 10.931 15.454 9.683
C: 10.532 18.037 14.390
C: 9.888 19.380 14.780
O: 10.478 20.370 14.086
O: 9.915 17.418 13.299
H: 10.421 17.437 15.293
H: 11.604 18.116 14.210
H: 10.107 19.629 15.818
H: 8.804 19.334 14.679
H: 10.609 21.137 14.648
H: 10.154 16.495 13.414
C: 10.474 13.539 14.286
C: 11.624 12.730 14.943
O: 12.148 11.767 14.096
O: 10.764 14.854 14.110
H: 9.500 13.443 14.768
H: 10.333 13.048 13.323
H: 11.193 12.098 15.720
H: 12.296 13.501 15.320
H: 12.644 12.150 13.368
H: 11.360 14.844 13.357
C: 10.181 19.623 10.465
C: 11.517 18.995 10.014
O: 11.977 18.095 11.074
O: 9.134 18.701 10.659
H: 9.904 20.435 9.793
H: 10.339 20.173 11.393
H: 12.203 19.839 9.935
H: 11.436 18.639 8.987
H: 11.306 18.043 11.759
H: 9.219 18.358 11.552
C: 7.066 15.513 10.563
C: 8.213 14.753 11.212
O: 9.340 15.004 10.442
O: 6.738 14.996 9.274
H: 7.332 16.569 10.524
H: 6.154 15.401 11.150
H: 8.109 13.680 11.373
H: 8.301 15.168 12.217
H: 9.184 14.585 9.592
H: 7.191 15.536 8.622
C: 13.536 21.878 12.826
C: 13.941 20.863 13.829
O: 14.716 19.840 13.146
O: 14.604 22.687 12.378
H: 12.833 22.477 13.405
H: 12.989 21.358 12.039
H: 12.996 20.457 14.189
H: 14.524 21.222 14.678
H: 15.607 20.190 13.076
H: 14.734 22.464 11.454
C: 15.965 16.933 6.273
C: 16.753 16.090 7.243
O: 16.827 16.756 8.468
O: 14.585 17.052 6.448
H: 16.112 16.526 5.273
H: 16.419 17.921 6.347
H: 17.753 16.012 6.815
H: 16.282 15.123 7.418
H: 15.970 17.035 8.798
H: 14.497 17.199 7.392
C: 16.099 20.561 10.279
C: 15.859 21.303 8.947
C: 14.870 20.327 8.144
C: 14.000 21.028 7.054
C: 13.586 22.383 7.528
C: 14.521 23.427 8.153
N: 15.298 22.654 9.213
O: 16.151 23.516 9.968
C: 15.390 24.197 7.126
C: 13.588 24.389 8.886
C: 17.258 21.264 8.227
H: 16.459 19.578 9.975
H: 15.141 20.368 10.762
H: 16.674 21.131 11.009
H: 15.392 19.491 7.678
H: 14.178 19.792 8.795
H: 13.211 20.352 6.727
H: 14.587 21.158 6.144
H: 12.744 22.089 8.154
H: 13.089 22.989 6.771
H: 14.715 24.536 6.340
H: 15.924 25.025 7.593
H: 16.167 23.612 6.633
H: 14.000 25.254 9.407
H: 12.862 24.792 8.180
H: 12.851 23.866 9.496
H: 18.011 21.778 8.824
H: 17.115 21.701 7.239
H: 17.578 20.235 8.065
H: 16.720 23.779 9.241
C: 16.693 12.732 11.736
C: 16.297 11.344 11.205
C: 15.915 10.492 12.454
C: 15.147 9.172 12.076
C: 13.997 9.395 11.150
C: 14.314 10.246 9.935
N: 15.060 11.463 10.338
O: 15.244 12.331 9.277
C: 15.071 9.444 8.796
C: 12.915 10.736 9.357
C: 17.576 10.681 10.574
H: 17.017 13.354 10.902
H: 17.385 12.898 12.561
H: 15.878 13.236 12.256
H: 16.905 10.250 12.839
H: 15.243 11.038 13.116
H: 14.761 8.718 12.989
H: 15.821 8.478 11.574
H: 13.178 9.824 11.727
H: 13.656 8.418 10.809
H: 14.363 8.698 8.435
H: 15.247 10.108 7.950
H: 15.981 8.897 9.040
H: 12.463 9.905 8.817
H: 12.239 11.081 10.140
H: 13.009 11.538 8.625
H: 17.532 9.592 10.557
H: 18.463 10.871 11.178
H: 17.677 11.072 9.561
H: 14.944 13.207 9.527



[3]
Density functional theory data (ωB97M-V/def2-TZVPD) for a molecular structure, C35H94N7O19 at a distorted geometry.

**Energy**: -3201.9603 Eh
**HOMO-LUMO gap**: 0.300 Eh
**Total charge**: +3
**Molecular weight**: 917.167 g/mol
**HOMO energy**: -13.23 eV

Element x y z (Å)
C: 19.822 11.003 15.086
N: 19.444 10.033 14.001
C: 20.737 9.572 13.368
C: 18.613 8.915 14.591
C: 18.793 10.766 12.807
C: 17.345 11.143 12.994
O: 17.126 11.935 14.206
H: 20.264 11.886 14.638
H: 20.423 10.496 15.803
H: 18.954 11.363 15.625
H: 21.305 10.436 12.988
H: 20.467 8.832 12.636
H: 21.350 8.980 14.115
H: 19.070 8.450 15.437
H: 18.441 8.094 13.888
H: 17.655 9.360 14.871
H: 18.840 10.036 12.024
H: 19.551 11.515 12.620
H: 16.817 10.193 13.055
H: 16.923 11.608 12.104
H: 16.502 12.706 13.892
C: 7.647 8.077 16.689
N: 6.284 8.606 17.041
C: 5.654 9.224 15.853
C: 5.479 7.544 17.700
C: 6.323 9.779 18.033
C: 7.004 9.504 19.438
O: 8.380 9.242 19.367
H: 8.027 7.636 17.624
H: 8.303 8.873 16.287
H: 7.427 7.362 15.918
H: 6.299 9.976 15.453
H: 4.658 9.576 16.134
H: 5.560 8.428 15.101
H: 4.523 8.002 17.902
H: 5.992 7.284 18.650
H: 5.449 6.695 17.030
H: 5.266 9.952 18.167
H: 6.808 10.604 17.479
H: 6.612 8.650 19.973
H: 6.746 10.402 19.978
H: 8.822 10.013 18.932
C: 7.780 14.168 11.590
N: 9.311 14.104 11.383
C: 9.576 14.552 9.984
C: 9.906 15.087 12.224
C: 9.809 12.627 11.565
C: 10.145 12.333 13.078
O: 9.019 12.570 13.902
H: 7.406 15.181 11.448
H: 7.533 13.712 12.496
H: 7.331 13.552 10.836
H: 9.143 15.579 9.858
H: 9.153 13.965 9.170
H: 10.707 14.607 9.852
H: 9.816 14.784 13.264
H: 9.360 16.047 12.112
H: 10.893 15.366 11.913
H: 10.753 12.521 11.012
H: 8.978 12.005 11.224
H: 10.973 12.911 13.430
H: 10.403 11.308 13.081
H: 9.303 12.419 14.900
C: 17.977 19.503 20.980
C: 17.695 18.124 20.473
C: 16.377 17.581 20.878
O: 16.068 16.233 20.548
C: 16.941 15.258 21.143
N: 17.806 18.082 19.006
H: 17.731 17.051 18.626
H: 16.945 18.457 18.039
H: 18.745 18.381 18.686
H: 17.961 19.609 22.109
H: 17.262 20.267 20.564
H: 19.021 19.810 20.598
H: 18.530 17.499 20.802
H: 15.711 18.292 20.302
H: 16.184 17.805 21.928
H: 16.479 14.253 21.161
H: 17.000 15.630 22.142
H: 17.939 15.182 20.737
C: 13.974 16.593 32.286
C: 15.011 16.876 31.199
C: 14.926 15.938 30.002
O: 15.576 16.579 28.988
C: 16.090 15.771 27.896
N: 14.982 18.311 30.684
H: 15.636 18.433 29.882
H: 14.030 18.639 30.350
H: 15.274 18.952 31.430
H: 14.360 15.685 32.810
H: 12.971 16.500 31.937
H: 13.969 17.456 32.908
H: 15.946 16.877 31.638
H: 13.880 15.740 29.798
H: 15.408 15.019 30.318
H: 16.935 15.162 28.206
H: 16.501 16.498 27.153
H: 15.311 15.181 27.384
C: 12.912 14.141 17.787
C: 14.191 13.284 17.838
C: 13.826 11.822 17.536
O: 14.998 11.146 17.079
C: 14.691 10.167 16.195
N: 15.053 13.680 16.594
H: 14.360 13.740 15.766
H: 15.501 14.605 16.854
H: 15.608 12.831 16.409
H: 12.510 14.303 16.788
H: 13.048 15.184 18.109
H: 12.178 13.739 18.456
H: 14.883 13.357 18.657
H: 13.084 11.857 16.718
H: 13.361 11.420 18.477
H: 14.392 9.217 16.719
H: 15.569 10.122 15.528
H: 13.844 10.394 15.539
C: 16.955 6.030 20.284
C: 17.979 6.525 21.344
C: 18.704 5.444 22.164
O: 19.604 6.102 23.003
C: 19.424 5.957 24.362
N: 19.113 7.236 20.690
H: 19.447 6.578 19.974
H: 18.848 8.459 20.322
H: 19.844 7.345 21.474
H: 16.345 5.249 20.678
H: 17.312 5.523 19.332
H: 16.379 6.923 19.902
H: 17.465 7.138 22.066
H: 19.234 4.731 21.517
H: 17.968 4.946 22.799
H: 20.295 5.412 24.830
H: 18.521 5.352 24.552
H: 19.369 6.898 24.935
O: 11.269 9.994 16.869
C: 10.294 10.946 16.590
O: 10.560 11.745 15.745
O: 9.241 10.816 17.209
H: 11.093 9.431 17.626
O: 14.889 16.854 16.120
C: 15.825 17.136 17.010
O: 16.072 18.369 17.290
O: 16.485 16.221 17.445
H: 14.437 17.652 15.860
O: 13.221 13.734 12.253
C: 14.075 13.574 13.317
O: 15.269 13.445 13.086
O: 13.536 13.472 14.484
H: 13.838 13.740 11.500
O: 18.793 10.927 18.199
C: 18.885 9.632 18.637
O: 18.629 9.526 19.827
O: 19.412 8.794 17.931
H: 18.466 11.364 18.965